{"formula": "C4H16O4", "method": "ωB97M-V/def2-TZVPD", "relative_energy_kcal_mol": 77.55, "elements": ["C", "O", "H", "H", "H", "H", "C", "O", "H", "H", "H", "H", "C", "O", "H", "H", "H", "H", "C", "O", "H", "H", "H", "H"], "positions_angstrom": [[-19.3001, -28.0660, -24.9694], [-18.0689, -28.0046, -25.7494], [-19.5709, -27.1336, -24.4741], [-20.0660, -28.1901, -25.7349], [-19.2104, -28.7475, -24.1234], [-17.3272, -27.8470, -25.1606], [-25.4372, -34.3838, -15.6602], [-26.0285, -34.5423, -14.3817], [-25.9972, -34.7094, -16.5369], [-25.2185, -33.3398, -15.8846], [-24.4152, -34.7622, -15.6431], [-25.4361, -34.0495, -13.8091], [-22.3561, -32.8606, -20.0511], [-22.0830, -34.2274, -20.1570], [-21.6631, -32.2095, -20.5840], [-23.4354, -32.8195, -20.1984], [-22.2294, -32.6717, -18.9851], [-22.5421, -34.7422, -20.8248], [-26.8898, -36.0042, -22.7533], [-25.6688, -36.4415, -22.1200], [-27.5442, -35.3639, -22.1619], [-26.7370, -35.5677, -23.7403], [-27.4333, -36.9214, -22.9803], [-25.7944, -37.3271, -21.7713]], "forces_ev_per_a": [[1.0, 0.9, -0.5], [-0.9, 0.1, 0.7], [0.4, 0.6, -0.2], [-0.1, -0.8, 0.5], [-0.4, -0.7, -0.6], [0.0, 0.0, 0.1], [1.3, 1.0, -0.3], [-0.3, 0.0, -0.5], [-0.3, -0.6, 0.7], [-0.4, 0.5, 0.1], [-0.1, -0.8, -0.3], [-0.2, -0.1, 0.3], [-1.0, -0.9, 1.1], [1.5, -1.5, 0.2], [-0.5, 0.0, -0.5], [0.0, 1.3, -0.6], [0.2, 0.4, 0.1], [-0.2, 0.7, -0.2], [-0.1, -1.6, -0.3], [-0.2, 1.0, -0.2], [0.4, 0.1, 0.3], [0.6, 0.3, 0.3], [-0.5, 0.1, 0.0], [-0.1, 0.1, 0.0]]}

---

{"formula": "C4H16O4", "method": "ωB97M-V/def2-TZVPD", "relative_energy_kcal_mol": 38.89, "elements": ["C", "C", "C", "C", "H", "H", "H", "H", "H", "H", "H", "H", "O", "H", "H", "O", "H", "H", "O", "H", "H", "O", "H", "H"], "positions_angstrom": [[-1.2970, 1.6824, 1.3305], [-0.0241, 1.6629, 0.9293], [0.5457, 2.7758, 0.1263], [1.7224, 2.2818, -0.7083], [-1.6697, 0.8620, 1.9128], [-1.9555, 2.4753, 0.9754], [0.6235, 0.8473, 1.2185], [-0.2293, 3.2686, -0.4924], [0.9554, 3.6341, 0.6672], [1.9883, 3.0427, -1.4494], [2.5401, 1.8599, -0.1340], [1.5763, 1.4277, -1.4033], [1.0267, -5.5322, 0.7562], [1.0479, -4.6179, 0.4795], [0.4441, -5.5216, 1.5289], [-3.9900, 3.0947, -3.4762], [-3.9012, 2.4991, -4.2109], [-3.1349, 3.2238, -3.0912], [3.7335, -3.2334, 0.7124], [3.6240, -2.8513, 1.5907], [4.2779, -3.9972, 0.8929], [-1.7875, -1.2521, 0.7044], [-2.2228, -0.7212, 1.3784], [-1.4439, -0.5746, 0.1120]], "forces_ev_per_a": [[0.7, 0.0, -0.7], [-1.1, 0.8, 0.7], [0.6, 0.1, -1.1], [-0.1, -0.7, -1.9], [-0.3, 0.2, 0.4], [0.0, -0.2, 0.4], [0.2, -0.1, 0.1], [0.2, -0.5, 0.1], [-0.1, -0.3, 0.7], [0.7, 0.2, 0.6], [0.4, 0.8, 0.4], [-1.0, 0.2, 0.5], [-0.3, -0.3, 0.5], [0.2, 0.4, -0.2], [0.2, -0.1, -0.2], [-1.0, 0.4, 0.3], [0.3, -0.4, -0.4], [0.7, 0.0, 0.1], [-0.1, 0.3, 0.3], [-0.1, 0.1, -0.1], [0.2, -0.5, -0.2], [0.0, -0.1, 0.0], [-0.1, -0.3, -0.1], [0.1, -0.1, -0.1]]}

---

{"formula": "C4H17BrCsNNbO5P3", "method": "ωB97M-V/def2-TZVPD", "elements": ["C", "Nb", "C", "C", "O", "C", "N", "P", "P", "O", "O", "O", "P", "O", "Br", "H", "H", "H", "H", "H", "H", "H", "H", "H", "H", "H", "H", "H", "H", "H", "H", "H", "Cs"], "positions_angstrom": [[2.4601, -1.8538, 1.6802], [0.6994, -0.9563, 0.6064], [-1.2627, -0.1239, -0.2680], [-2.1908, 0.5819, 0.7006], [-1.9382, 1.9877, 0.7244], [-3.6783, 0.3872, 0.3376], [-3.9117, 0.3750, -1.1036], [1.5523, 1.3931, 1.2221], [3.1910, 1.9623, -0.0637], [2.8174, 2.7902, -1.1964], [4.2612, 2.7058, 0.8811], [3.9524, 0.6308, -0.4954], [0.2343, -3.3026, -0.3195], [-0.7711, -3.1876, -1.6297], [2.1270, -4.0905, -1.2869], [2.9937, -1.1241, 2.2675], [3.1251, -2.3959, 1.0237], [2.0663, -2.5694, 2.3955], [-0.3263, -1.1849, 2.1159], [1.5123, -0.6880, -1.0155], [-1.7869, -1.0026, -0.6255], [-1.0107, 0.5163, -1.1051], [-2.0656, 0.2127, 1.7006], [-2.4693, 2.3727, 0.0169], [-4.1312, -0.4566, 0.8274], [-4.1834, 1.2639, 0.7246], [-3.3977, 1.1171, -1.5742], [-3.6947, -0.5244, -1.5154], [0.6386, 2.3721, 0.7954], [5.1477, 2.5436, 0.5146], [4.6274, 0.8800, -1.1509], [-0.3293, -2.6594, -2.3188], [-4.2585, 2.0277, -2.8658]], "forces_ev_per_a": [[-1.3, -0.1, -0.1], [1.9, 0.5, 0.8], [0.2, -0.3, 1.1], [-0.5, -0.2, -0.7], [-0.1, 0.3, 0.1], [0.5, 0.7, 0.1], [-0.6, -1.0, 1.4], [0.5, -0.4, 0.1], [-0.8, 0.0, 0.7], [-0.4, 0.9, -1.3], [0.7, -0.2, 0.1], [0.7, -0.3, 0.0], [0.4, -0.1, -0.2], [0.3, 0.2, -0.4], [-0.2, 0.0, 0.1], [0.3, 0.4, 0.1], [0.3, 0.0, -0.4], [-0.1, -0.4, 0.3], [-0.7, -0.1, -0.1], [-0.8, 0.0, -0.4], [0.0, -0.5, -0.3], [0.1, 0.2, -0.4], [0.2, 0.0, 0.6], [0.3, 0.2, 0.1], [-0.1, -0.6, -0.1], [-0.4, 0.2, 0.3], [2.2, -3.4, 3.7], [0.5, 0.0, 0.0], [0.1, 0.0, -0.4], [-0.2, 0.3, 0.4], [-0.3, -0.4, 0.0], [-0.3, -0.1, 0.2], [-2.6, 4.2, -5.4]]}

---

{"formula": "C4H17LiNO4", "method": "ωB97M-V/def2-TZVPD", "total_charge": 1, "relative_energy_kcal_mol": 10.69, "elements": ["Li", "O", "H", "H", "O", "H", "H", "O", "H", "H", "C", "C", "C", "O", "C", "N", "H", "H", "H", "H", "H", "H", "H", "H", "H", "H", "H"], "positions_angstrom": [[8.0670, 11.2565, -16.1416], [6.0547, 11.0507, -16.1875], [5.6117, 10.2028, -16.2188], [5.3664, 11.6883, -16.3772], [8.3861, 13.2617, -15.8435], [8.5666, 14.0938, -16.2807], [8.2353, 13.4990, -14.9286], [8.4543, 10.5909, -14.3153], [7.8972, 10.9832, -13.6429], [9.3076, 10.4929, -13.8927], [11.3542, 9.1395, -16.0813], [11.0835, 10.2939, -17.0564], [12.0145, 10.3520, -18.2640], [11.7843, 11.2279, -19.3245], [12.8043, 12.1788, -19.6391], [9.6654, 10.2784, -17.4470], [11.6425, 8.2745, -16.6786], [10.6077, 8.8451, -15.3436], [12.2250, 9.3822, -15.4724], [11.2048, 11.1987, -16.4607], [12.0990, 9.3487, -18.6816], [12.9370, 10.6238, -17.7510], [12.4688, 12.8604, -20.4207], [13.7575, 11.6794, -19.8125], [12.9537, 12.7645, -18.7321], [9.6901, 10.8577, -18.2740], [9.5264, 9.3552, -17.8322]], "forces_ev_per_a": [[0.3, -0.1, -0.2], [0.4, 0.0, 0.1], [-0.1, -0.4, 0.0], [-0.1, 0.3, -0.1], [-0.1, -0.4, 0.0], [0.1, 0.2, -0.3], [0.0, 0.1, 0.3], [-0.2, 0.2, -0.3], [-0.3, 0.0, 0.3], [0.4, -0.1, 0.0], [1.5, -0.1, -0.6], [-1.4, 0.8, 1.2], [1.6, -0.6, 0.9], [-1.4, 0.4, -0.4], [-0.1, -0.1, 1.6], [-0.2, 0.2, -0.2], [-0.2, -0.4, 0.2], [-0.5, 0.3, -0.5], [0.2, 0.0, -0.1], [0.1, 0.4, -0.2], [0.1, -0.3, 0.0], [0.7, -0.3, -0.4], [0.0, -0.5, -0.1], [-0.1, 0.0, -0.6], [0.2, 0.4, 0.0], [-0.5, 0.4, -0.5], [-0.5, -0.4, -0.1]]}

---

{"formula": "C4H17N2O2", "method": "ωB97M-V/def2-TZVPD", "total_charge": 1, "relative_energy_kcal_mol": 250.39, "elements": ["C", "N", "C", "N", "C", "C", "H", "H", "H", "H", "H", "H", "H", "H", "H", "H", "H", "H", "H", "H", "H", "O", "H", "H", "O"], "positions_angstrom": [[0.2021, 1.1908, 2.2303], [-0.4315, -0.1115, 2.4133], [0.3776, 1.2128, 0.7102], [1.6119, 0.4098, 0.3993], [1.9804, 0.2038, -1.0183], [0.8291, 0.1446, -2.0512], [-0.5851, 2.1028, 2.3432], [1.1644, 1.3396, 2.8482], [-0.1612, -0.6729, 3.1619], [-0.5762, -0.6808, 1.6189], [-0.5256, 0.6534, 0.2888], [0.5699, 2.2743, 0.5077], [1.2995, -0.5698, 0.7753], [-5.2277, 1.1584, -2.5519], [2.6013, -0.7292, -0.9730], [2.6386, 1.0916, -1.4238], [0.2758, 1.0604, -2.0579], [1.3650, 0.0130, -3.1941], [0.2442, -0.7140, -1.8915], [-4.8454, 0.6554, -2.8712], [-2.0888, -2.0374, -0.3849], [-1.3851, -1.2341, -0.3070], [-0.5945, -1.8722, -0.0153], [0.6680, -2.8337, 0.9506], [0.5933, -2.0550, 0.4924]], "forces_ev_per_a": [[-1.6, -0.6, 0.6], [1.2, 2.6, 0.4], [2.8, 0.3, -0.4], [-4.6, -0.8, -1.2], [2.6, 1.2, 0.0], [2.6, 0.0, -3.1], [1.8, -1.9, 0.4], [-1.6, -0.1, -0.8], [0.3, -0.7, 1.9], [-0.8, -0.6, -1.3], [0.6, 1.0, -0.1], [-0.5, -0.4, -1.3], [1.3, -0.3, 0.4], [-0.7, 1.0, 0.6], [-0.5, 1.0, -0.4], [-0.9, -1.4, 1.1], [-0.4, 0.4, -0.1], [-1.4, 0.5, 3.4], [-0.9, -0.9, 0.3], [0.7, -1.0, -0.6], [1.7, 3.3, 0.0], [-3.1, -3.6, -0.1], [0.2, 1.1, -0.4], [0.9, -3.3, 1.9], [0.5, 3.3, -1.2]]}

---

{"formula": "C4H17N2O2", "method": "ωB97M-V/def2-TZVPD", "total_charge": 1, "relative_energy_kcal_mol": 75.68, "elements": ["N", "C", "C", "N", "C", "C", "H", "H", "H", "H", "H", "H", "H", "H", "H", "H", "H", "H", "H", "H", "H", "O", "H", "H", "O"], "positions_angstrom": [[-1.1137, -1.8822, -1.2539], [-2.1980, -0.8454, -0.7661], [-1.4553, -0.2603, 0.5963], [0.1172, -0.3790, 0.3486], [0.7542, 0.9457, 0.3922], [2.2538, 0.6477, 0.1679], [-0.1583, -1.8349, -0.8714], [-0.9636, -1.9320, -2.3915], [-1.3999, -2.8623, -1.0628], [-2.3377, 0.0899, -1.3819], [-3.1596, -1.3156, -0.4754], [-1.8763, -0.7367, 1.4454], [-1.7153, 0.7855, 0.8360], [0.4645, -0.9528, 1.1032], [0.8383, 1.3556, 1.4497], [0.2364, 1.6792, -0.2539], [2.5028, -0.3237, 0.6863], [2.5336, 0.5783, -0.8685], [2.9805, 1.5226, 0.5960], [0.5987, 2.1341, -3.0121], [-0.8009, 2.1216, -2.6159], [-0.0744, 1.5663, -2.6273], [0.8148, 0.4001, 3.7206], [2.2655, 0.3081, 3.0686], [1.3273, -0.0806, 3.1301]], "forces_ev_per_a": [[-1.8, -1.7, -4.7], [2.3, 1.6, 2.4], [1.5, 0.3, -2.2], [-3.7, 0.7, 0.7], [1.6, 0.2, 2.0], [1.6, 1.7, 0.9], [-0.1, 1.6, 0.5], [-0.6, 0.6, 3.5], [-0.3, 0.7, 0.0], [0.4, -1.8, -0.2], [0.9, -0.1, -0.7], [0.4, -1.2, 0.9], [0.2, -0.2, -0.9], [0.3, 0.3, 0.5], [-1.1, -0.4, -1.2], [0.7, -0.7, 0.1], [-0.1, 1.1, -0.5], [0.0, -0.3, -0.5], [-1.9, -2.1, -0.8], [0.4, -0.2, -0.1], [-2.6, 1.7, 0.1], [2.1, -1.5, -0.1], [-1.0, 1.6, 1.9], [-2.4, -0.7, 0.5], [3.5, -1.1, -2.1]]}

---

| no. | electronic energy (Ha) |
| --- | --- |
| 1 | -462.83838 |
| 2 | -462.89998 |
| 3 | -4268.52722 |
| 4 | -525.69998 |
| 5 | -421.99368 |
| 6 | -422.27209 |